No. 1
Formula: C45H42N6PS4Ti
Source: the Open Molecules 2025 dataset
Level of theory: the ωB97M-V functional and the def2-TZVPD basis

Structure (XYZ):
```
99
Properties=species:S:1:pos:R:3:mulliken_spin:R:1
Ti 0.36498 0.61655 0.45370 0.89
N 3.81568 2.35351 1.54069 0.01
C 4.43159 1.79835 0.43700 -0.01
C 5.75663 1.76135 0.02839 0.00
C 6.01301 1.14794 -1.18346 0.00
C 4.98411 0.62038 -1.97319 0.00
C 3.66683 0.64958 -1.56023 -0.07
C 3.40223 1.21939 -0.31905 0.10
N 2.20703 1.39646 0.34855 -0.18
C 2.48998 2.09716 1.44856 0.09
C 1.40761 2.54502 2.28069 -0.01
C 1.37590 3.36665 3.36926 0.03
S -0.24819 3.67622 3.83407 0.00
C -0.80058 2.66392 2.57893 0.01
N 0.14704 2.13757 1.86071 0.03
H 4.28611 2.83028 2.29084 0.00
H 6.54933 2.20497 0.61570 0.00
H 7.03093 1.09575 -1.54480 0.00
H 5.22607 0.18266 -2.93208 0.00
H 2.86736 0.28461 -2.19079 0.02
H 2.20133 3.79979 3.90950 0.00
H -1.85567 2.47906 2.42418 -0.02
C 4.88348 -1.51113 2.89150 0.02
C 4.47414 -2.31544 1.83755 -0.01
C 3.18468 -2.21748 1.34138 0.01
C 2.30348 -1.26911 1.85470 -0.01
C 2.69823 -0.50731 2.95503 0.03
C 3.97871 -0.63208 3.46827 0.00
N 1.02013 -1.05033 1.30450 0.28
N 0.30862 -2.13845 1.09235 0.44
C -0.90936 -1.88366 0.57444 -0.03
C -1.79330 -2.94745 0.35284 0.10
C -3.04683 -2.68717 -0.14936 0.02
C -3.39512 -1.36911 -0.44055 0.09
C -2.46962 -0.36698 -0.23443 0.05
N -1.25188 -0.58178 0.28751 0.10
H 5.88536 -1.59911 3.29005 0.00
H 5.16232 -3.03096 1.40679 0.00
H 2.83851 -2.86739 0.55420 0.01
H 1.97113 0.13673 3.43478 0.00
H 4.26516 -0.05230 4.33790 0.00
H -1.45195 -3.94526 0.58856 -0.01
H -3.74816 -3.49248 -0.32210 0.00
H -4.36231 -1.12148 -0.85235 0.00
H -2.70882 0.65957 -0.47255 -0.01
C -1.35409 -0.38507 -7.70456 0.00
C -0.17740 -0.84519 -7.12685 0.00
C -0.09499 -1.00837 -5.75395 0.00
C -1.18529 -0.69539 -4.94180 0.00
C -2.36843 -0.25866 -5.53021 0.00
C -2.45300 -0.10734 -6.90774 0.00
P -1.10178 -0.68587 -3.10700 0.01
C 0.01559 -2.13185 -2.96571 0.02
C -0.51622 -3.32966 -3.45168 0.00
C 0.23839 -4.48789 -3.45620 0.00
C 1.55848 -4.44758 -3.02791 0.00
C 2.08955 -3.26432 -2.54521 0.02
C 1.31114 -2.11549 -2.46883 -0.02
C -0.09856 0.82549 -2.76955 -0.04
C 0.20289 1.61911 -3.88265 0.00
C 0.56533 2.94227 -3.75613 0.00
C 0.57525 3.51981 -2.50770 0.00
C 0.35942 2.73981 -1.38187 -0.05
C 0.04436 1.36391 -1.44403 0.05
H -1.40572 -0.23703 -8.77516 0.00
H 0.68209 -1.06551 -7.74705 0.00
H 0.82611 -1.36135 -5.30515 0.00
H -3.22193 -0.02615 -4.90411 0.00
H -3.37581 0.23304 -7.35950 0.00
H -1.53250 -3.33567 -3.83030 0.00
H -0.18525 -5.41467 -3.82117 0.00
H 2.17236 -5.33775 -3.06555 0.00
H 3.13396 -3.23000 -2.26693 0.00
H 1.71795 -1.20734 -2.03790 0.01
H 0.15806 1.19819 -4.87539 0.00
H 0.80394 3.52098 -4.63899 0.00
H 0.76482 4.58141 -2.40691 0.00
H 0.40289 3.24887 -0.42110 0.00
C -5.36653 2.28207 4.36987 0.00
C -5.48193 1.92889 2.88935 0.00
S -4.13472 0.90565 2.22579 0.01
C -4.25112 -0.61407 3.23499 0.00
C -2.90053 -1.17234 3.73389 -0.01
S -1.58732 0.04497 4.04892 0.03
C -1.95611 0.63232 5.73642 0.00
C -3.28563 1.32496 6.00666 0.00
S -3.68077 2.73548 4.91160 0.00
H -5.68384 1.45524 5.00093 0.00
H -6.00221 3.13931 4.58799 0.00
H -5.43765 2.83170 2.27981 0.00
H -6.43242 1.43194 2.69252 0.00
H -4.74329 -1.36667 2.61875 0.00
H -4.90002 -0.37663 4.07565 0.00
H -2.45440 -1.83036 2.98872 0.00
H -3.05328 -1.73906 4.65257 0.00
H -1.13042 1.31654 5.93841 0.00
H -1.85889 -0.22414 6.40561 0.00
H -3.25386 1.72207 7.02162 0.00
H -4.11262 0.62040 5.94649 0.00
```

## Properties
multiplicity	3
Kohn-Sham gap (spin up / spin down)	6.323 / 6.439	eV
E_HOMO (spin up / spin down)	-9.2 / -9.7	eV
E_LUMO (spin up / spin down)	-0.1066 / -0.1207	Eh
expectation value of S²	2.017
energy	-132028.0358	eV
energy relative to the best compared isomer or geometry (same formula, charge and spin)	0.000	eV
charge	+1

***

No. 2
Formula: C45H43NO10P
Source: the Open Molecules 2025 dataset
Level of theory: the ωB97M-V functional and the def2-TZVPD basis

Structure (XYZ):
```
100
Properties=species:S:1:pos:R:3:lowdin_charge:R:1
C -1.96899 3.84044 3.45462 -0.10
C -2.19582 2.80819 2.15837 -0.29
O -2.23953 3.64880 0.95186 -0.31
P -1.93300 2.74167 -0.50308 0.79
O -2.03204 1.20560 -0.13760 -0.37
C -0.23773 3.30570 -1.17968 -0.22
C 0.93388 3.25192 -0.03401 -0.20
C 2.09861 2.12587 -0.31916 -0.20
N 1.70120 0.87811 0.43462 -0.06
C 1.69971 -0.36442 -0.42635 -0.32
C 0.75837 -0.28741 -1.76550 -0.08
C 1.57504 -0.07211 -3.17614 -0.22
O 0.75027 0.72397 -4.14496 -0.18
C 3.26708 -0.81410 -0.72139 -0.33
O 3.60339 -1.90014 -1.47183 -0.15
O 4.44534 -0.07247 -0.16126 -0.26
C 1.06903 -1.57705 0.53812 -0.04
C 1.16770 -3.17840 0.20109 -0.01
C 0.55599 -4.34318 1.23406 -0.08
C -0.18324 -3.95918 2.67668 -0.11
C -0.31717 -2.34794 3.00053 -0.10
C 0.29200 -1.18333 1.96607 -0.01
O -3.27058 3.07508 -1.60395 -0.31
C -4.41050 2.16010 -1.32798 -0.28
C -5.83482 2.92560 -1.75517 -0.11
H -2.98371 4.22034 3.90575 0.07
H -1.30680 3.30730 4.28671 0.08
H -1.30376 4.72713 3.01164 0.09
H -3.18869 2.15853 2.28034 0.12
H -1.26387 2.07158 2.20128 0.11
H 0.12501 2.71675 -2.14137 0.10
H -0.34409 4.43803 -1.50192 0.10
H 0.39304 2.92775 0.98015 0.10
H 1.43340 4.30098 0.19801 0.11
H 2.36685 1.96780 -1.44658 0.12
H 3.09148 2.54635 0.19330 0.13
H 2.35312 0.65747 1.23013 0.12
H 0.17961 -1.31978 -1.85662 0.13
H -0.06627 0.56682 -1.72997 0.10
H 1.83004 -1.12357 -3.67447 0.14
H 2.58382 0.52835 -3.06915 0.12
H 1.17273 1.64674 -4.26234 0.10
H 1.69670 -3.58026 -0.76883 0.09
H 0.65176 -5.50787 1.01535 0.07
H -0.59607 -4.74492 3.44163 0.06
H -0.82883 -1.99402 4.01828 0.06
H 0.12688 -0.07100 2.32890 0.07
H -4.54094 1.92443 -0.16769 0.11
H -4.30464 1.12959 -1.92090 0.14
H -5.98876 3.74937 -0.90564 0.09
H -6.69496 2.13129 -1.66281 0.07
H -5.72898 3.38677 -2.82532 0.08
C 11.32869 -1.91300 -6.44848 -0.08
C 10.23615 -1.21013 -6.95577 -0.07
C 9.12105 -0.97602 -6.14954 0.00
C 9.09311 -1.45700 -4.83487 -0.08
C 10.17524 -2.18089 -4.33578 -0.08
C 11.30081 -2.39957 -5.14075 0.00
C 10.13613 -2.73555 -2.96724 -0.29
O 11.08776 -3.36852 -2.52683 0.08
C 8.93092 -2.52398 -2.14093 -0.11
C 8.85690 -3.09340 -0.86299 -0.01
C 7.72623 -2.88711 -0.06968 -0.05
C 6.67317 -2.10608 -0.54502 -0.03
C 6.74183 -1.54226 -1.81987 0.03
C 7.86915 -1.76003 -2.62303 -0.08
C 7.91686 -1.18916 -3.98361 -0.28
O 6.98979 -0.50646 -4.40392 0.10
H 12.20155 -2.08754 -7.07376 0.10
H 10.25272 -0.84190 -7.97915 0.10
H 8.27393 -0.42203 -6.55064 0.12
H 12.15502 -2.95213 -4.75339 0.12
H 9.67608 -3.70188 -0.48311 0.11
H 7.66861 -3.33452 0.92025 0.10
H 5.79540 -1.93922 0.07554 0.09
H 5.91374 -0.93771 -2.18615 0.11
C -5.41066 -0.01701 6.16329 -0.06
C -4.63771 0.11116 5.00955 -0.05
C -5.25651 0.22816 3.76389 0.01
C -6.65334 0.20474 3.67008 -0.08
C -7.42542 0.05189 4.82102 -0.09
C -6.80294 -0.04762 6.07214 0.00
C -8.89777 -0.02397 4.72878 -0.28
O -9.57690 -0.15466 5.73969 0.09
C -9.53881 0.05107 3.40081 -0.09
C -10.92976 -0.07759 3.29334 0.00
C -11.54538 0.00554 2.04258 -0.06
C -10.77709 0.22616 0.89981 -0.06
C -9.39072 0.34910 1.00327 0.01
C -8.76970 0.25153 2.25552 -0.08
C -7.29958 0.34712 2.35022 -0.27
O -6.62318 0.53638 1.34580 0.10
H -4.92868 -0.09895 7.13505 0.11
H -3.55227 0.12225 5.07937 0.11
H -4.64679 0.33315 2.86801 0.11
H -7.39966 -0.15346 6.97645 0.12
H -11.53721 -0.24682 4.18102 0.12
H -12.62505 -0.09987 1.96081 0.11
H -11.25708 0.29819 -0.07376 0.11
H -8.79693 0.51634 0.10614 0.12
```

## Properties
Kohn-Sham gap	5.178	eV
E_HOMO	-5.1	eV
E_LUMO	0.0041	Eh
energy	-78605.8738	eV
charge	-1

***

No. 3
Formula: C45H44BrF4N3OTcTe
Source: the Open Molecules 2025 dataset
Level of theory: the ωB97M-V functional and the def2-TZVPD basis

Structure (XYZ):
```
100
Properties=species:S:1:pos:R:3:lowdin_charge:R:1
Tc -1.84602 -1.28302 1.92073 1.46
C -3.82024 0.69077 3.56434 -0.09
N -2.37509 0.42083 3.39379 -0.37
C -1.67636 1.68434 3.06390 -0.12
C -1.82396 -0.09304 4.68042 -0.18
C -0.57971 -0.89278 4.38372 -0.18
N -1.02792 -1.98534 3.49898 -0.15
C -0.55648 -3.28919 3.75907 -0.16
C -1.43374 -4.35032 3.94364 -0.15
F -2.75535 -4.13004 3.96488 0.09
C -0.97012 -5.62661 4.19283 -0.20
F -1.85814 -6.60727 4.37130 0.12
C 0.38060 -5.88895 4.28384 0.10
C 1.25756 -4.83841 4.12408 -0.20
F 2.57560 -5.04530 4.19303 0.11
C 0.79869 -3.56181 3.86738 -0.16
F 1.68018 -2.57095 3.66469 0.11
H -3.97913 1.38182 4.39742 0.11
H -4.34418 -0.24135 3.76949 0.10
H -4.22894 1.13130 2.65899 0.04
H -1.73900 2.37701 3.90868 0.10
H -0.63203 1.49047 2.83807 0.05
H -2.13194 2.15521 2.19732 0.03
H -2.55958 -0.76609 5.11726 0.13
H -1.64770 0.73249 5.37469 0.13
H -0.14639 -1.29210 5.29939 0.14
H 0.18713 -0.27883 3.90365 0.12
H 0.74082 -6.88940 4.48109 0.15
Br -3.09050 0.68315 0.19486 0.95
C -2.99782 -0.57492 -1.21547 -0.57
C -2.93533 -0.15048 -2.50411 -0.10
C -3.00621 -1.12982 -3.52312 -0.06
C -3.21252 -2.43869 -3.19684 -0.01
C -3.29303 -2.86311 -1.84377 -0.15
C -3.57436 -4.20904 -1.50073 -0.01
C -3.65545 -4.57859 -0.19225 -0.05
C -3.34761 -3.65664 0.83457 -0.08
C -3.02959 -2.35065 0.56146 -0.22
C -3.10090 -1.91993 -0.80537 -0.24
H -2.85683 0.90336 -2.74612 0.11
H -2.93277 -0.82349 -4.55846 0.11
H -3.32739 -3.18332 -3.97627 0.12
H -3.73399 -4.92966 -2.29457 0.12
H -3.90275 -5.59942 0.07266 0.11
H -3.32288 -4.02055 1.84987 0.08
C 6.50531 3.87913 0.18092 -0.04
C 5.09188 3.35989 0.13962 -0.25
C 4.00613 4.22146 0.23492 -0.01
C 2.69408 3.76384 0.18940 -0.30
C 1.57420 4.77238 0.29066 -0.08
C 2.48051 2.38520 0.02892 -0.38
Te 0.44954 1.75201 -0.07381 1.60
N -0.37618 -0.64543 0.72720 -0.18
C -0.00123 -1.86654 0.38189 -0.55
O -0.59918 -2.78263 1.05344 -0.11
C 0.90345 -2.25091 -0.72063 -0.18
C 0.68422 -1.73609 -1.99303 -0.04
C 1.48779 -2.14927 -3.04707 -0.07
C 2.51276 -3.05903 -2.82225 -0.06
C 2.72355 -3.57667 -1.54790 -0.06
C 1.90825 -3.18683 -0.49811 -0.02
C -0.00608 2.60238 -1.96308 -0.39
C 0.72423 2.22589 -3.10233 -0.28
C 1.94551 1.34505 -3.04204 -0.06
C 0.33085 2.73095 -4.33712 -0.01
C -0.75281 3.58967 -4.47192 -0.26
C -1.17112 4.11708 -5.81965 -0.04
C -1.44124 3.96095 -3.32418 -0.02
C -1.09676 3.48401 -2.06318 -0.32
C -1.92426 3.97407 -0.89426 -0.10
C 3.54954 1.48493 -0.03349 -0.31
C 3.38319 -0.01084 -0.12419 -0.06
C 4.84143 1.99986 0.01672 -0.01
H 6.53132 4.94533 0.40077 0.08
H 7.00160 3.72008 -0.77851 0.09
H 7.08998 3.35747 0.93968 0.08
H 4.18162 5.28566 0.35577 0.12
H 1.95569 5.72690 0.64953 0.08
H 0.79440 4.44572 0.98059 0.04
H 1.10544 4.94299 -0.68277 0.08
H -0.12891 -1.03576 -2.15593 0.11
H 1.31062 -1.76263 -4.04354 0.11
H 3.14327 -3.37559 -3.64346 0.11
H 3.51892 -4.29142 -1.37735 0.11
H 2.04982 -3.59679 0.49525 0.12
H 1.83240 0.53212 -2.32672 0.02
H 2.82045 1.92727 -2.74106 0.09
H 2.15359 0.90805 -4.01876 0.08
H 0.89635 2.44722 -5.21922 0.12
H -0.52729 3.73852 -6.61201 0.08
H -1.12811 5.20732 -5.83922 0.09
H -2.19844 3.82865 -6.04676 0.08
H -2.27577 4.65220 -3.40707 0.13
H -2.13664 5.03703 -1.01183 0.09
H -1.42672 3.83753 0.06347 0.01
H -2.88417 3.45528 -0.85275 0.05
H 2.36252 -0.32457 0.08036 0.01
H 4.03237 -0.50707 0.59871 0.09
H 3.65295 -0.38442 -1.11540 0.09
H 5.67664 1.30674 -0.03018 0.13
```

## Properties
Kohn-Sham gap (spin up / spin down)	4.730 / 4.263	eV
E_HOMO (spin up / spin down)	-9.4 / -9.2	eV
E_LUMO (spin up / spin down)	-0.1731 / -0.1830	Eh
energy	-144292.4893	eV
charge	+1